Here is a molecular structure, C34H53BBrCrF2N4Si from OMol25. Energies are from ωB97M-V/def2-TZVPD.

Computed properties:
LUMO (alpha / beta), eV: 0.31 / 0.07
Multiplicity: 4
Expectation value of S²: 3.8162
Net charge: 0
E_tot, eV: -154536.9581
Max |F|, eV/Å: 1.54

Geometry (Å):
Cr: -0.130 0.105 -3.047
C: -3.748 1.799 -1.134
C: -2.296 2.251 -0.954
C: -1.599 2.645 -2.276
N: -0.328 1.966 -2.475
C: 0.788 2.541 -2.039
C: 0.774 3.664 -1.185
C: 1.798 4.462 -0.710
C: 3.157 4.413 -0.970
C: 3.811 3.469 -1.750
C: 3.316 2.357 -2.402
C: 2.002 1.849 -2.510
N: 1.725 0.713 -3.132
C: 2.808 -0.028 -3.758
C: 2.343 -1.340 -4.381
C: 1.669 -2.263 -3.374
N: 0.342 -1.777 -3.040
C: -0.471 -2.549 -2.326
C: -0.032 -3.758 -1.746
C: -0.707 -4.726 -1.027
C: -2.056 -4.829 -0.729
C: -3.043 -3.922 -1.087
C: -2.947 -2.701 -1.725
C: -1.828 -1.975 -2.198
N: -1.913 -0.732 -2.652
C: -3.243 -0.147 -2.796
C: -3.911 0.317 -1.482
H: -4.229 2.408 -1.906
H: -4.292 1.977 -0.203
H: -1.721 1.437 -0.506
H: -2.269 3.089 -0.253
H: -1.467 3.729 -2.336
H: -2.231 2.368 -3.117
H: -0.206 3.942 -0.819
H: 1.480 5.255 -0.040
H: 3.770 5.186 -0.522
H: 4.881 3.615 -1.848
H: 4.069 1.783 -2.924
H: 3.586 -0.262 -3.019
H: 3.263 0.584 -4.545
H: 3.220 -1.844 -4.792
H: 1.653 -1.142 -5.200
H: 2.296 -2.320 -2.471
H: 1.604 -3.271 -3.797
H: 1.027 -3.949 -1.858
H: -0.088 -5.539 -0.663
H: -2.372 -5.710 -0.184
H: -4.051 -4.202 -0.800
H: -3.898 -2.201 -1.840
H: -3.896 -0.874 -3.289
H: -3.162 0.693 -3.481
H: -3.523 -0.284 -0.657
H: -4.983 0.111 -1.555
C: -1.778 -2.037 2.727
C: -1.420 -0.560 2.951
C: -1.711 -0.193 4.414
C: -2.351 0.258 2.042
Si: 0.436 -0.242 2.528
Br: 0.515 -0.355 0.238
C: 1.051 1.537 2.949
C: 1.381 1.647 4.446
C: 2.302 1.903 2.135
C: -0.020 2.584 2.611
C: 1.620 -1.648 3.123
C: 3.089 -1.240 2.933
C: 1.412 -2.940 2.317
C: 1.388 -1.951 4.611
H: -2.853 -2.173 2.882
H: -1.262 -2.696 3.426
H: -1.549 -2.356 1.706
H: -2.754 -0.428 4.649
H: -1.565 0.873 4.599
H: -1.080 -0.749 5.111
H: -3.390 0.019 2.289
H: -2.192 0.006 0.992
H: -2.223 1.332 2.160
H: 2.220 1.010 4.728
H: 0.527 1.382 5.074
H: 1.658 2.679 4.682
H: 3.131 1.217 2.304
H: 2.635 2.904 2.428
H: 2.092 1.927 1.066
H: -0.898 2.499 3.253
H: -0.334 2.509 1.566
H: 0.401 3.584 2.760
H: 3.303 -1.000 1.889
H: 3.733 -2.077 3.221
H: 3.365 -0.387 3.552
H: 1.600 -2.783 1.255
H: 0.406 -3.344 2.423
H: 2.116 -3.700 2.673
H: 1.493 -1.059 5.233
H: 2.125 -2.684 4.955
H: 0.399 -2.378 4.786
F: -1.692 1.195 -5.319
B: -0.489 0.716 -4.921
F: 0.416 0.820 -5.917


Here is a molecular structure, C34H53BN6O2P2SSr from OMol25. Energies are from ωB97M-V/def2-TZVPD.

Computed properties:
LUMO, eV: 0.11
Net charge: 0
ΔE to the lowest compared entry with this formula, charge and spin, kcal per mole: 11.27
E_tot, eV: -80081.3508
Max |F|, eV/Å: 4.38

Geometry (Å):
Sr: 0.244 0.084 -1.265
C: -3.231 -2.738 -1.610
C: -2.444 -3.708 -0.716
C: -3.434 -4.371 0.249
C: -1.843 -4.786 -1.622
P: -1.094 -2.666 0.057
C: -2.082 -1.958 1.469
N: -1.502 -0.772 2.045
B: -1.017 0.364 1.257
N: -0.550 1.262 2.325
C: 0.123 2.509 2.060
P: 1.643 2.225 1.030
C: 1.958 3.931 0.322
C: 0.660 4.357 -0.383
C: 3.027 3.813 -0.777
C: 2.363 5.026 1.307
C: 2.907 1.756 2.318
C: 2.834 2.517 3.643
C: 4.324 1.882 1.749
C: 2.663 0.265 2.602
C: -0.773 0.723 3.579
C: -0.528 1.213 4.848
C: -0.863 0.420 5.951
C: -1.437 -0.828 5.778
C: -1.702 -1.322 4.497
C: -1.372 -0.546 3.403
C: 0.165 -3.718 0.952
C: 0.925 -2.757 1.875
C: 1.182 -4.281 -0.049
C: -0.382 -4.865 1.801
H: -4.032 -3.287 -2.113
H: -2.597 -2.292 -2.379
H: -3.694 -1.928 -1.042
H: -4.141 -4.971 -0.332
H: -4.021 -3.641 0.809
H: -2.956 -5.034 0.967
H: -2.638 -5.202 -2.248
H: -1.410 -5.606 -1.051
H: -1.068 -4.395 -2.285
H: -2.229 -2.730 2.230
H: -3.081 -1.743 1.076
H: 0.339 3.037 2.993
H: -0.530 3.171 1.489
H: 0.172 3.532 -0.914
H: 0.891 5.126 -1.126
H: -0.075 4.773 0.305
H: 2.735 3.095 -1.548
H: 3.999 3.505 -0.402
H: 3.150 4.789 -1.254
H: 1.654 5.122 2.133
H: 2.400 5.993 0.796
H: 3.350 4.848 1.735
H: 2.896 3.599 3.525
H: 3.672 2.207 4.276
H: 1.922 2.280 4.192
H: 4.641 2.920 1.645
H: 4.428 1.397 0.777
H: 5.018 1.392 2.438
H: 1.692 0.085 3.068
H: 3.437 -0.088 3.290
H: 2.724 -0.328 1.690
H: -0.099 2.198 4.986
H: -0.672 0.796 6.948
H: -1.692 -1.430 6.641
H: -2.167 -2.292 4.369
H: 1.254 -1.847 1.370
H: 1.825 -3.268 2.232
H: 0.336 -2.451 2.740
H: 1.674 -3.501 -0.631
H: 0.754 -4.988 -0.754
H: 1.955 -4.810 0.517
H: -1.132 -4.543 2.525
H: 0.439 -5.307 2.374
H: -0.815 -5.661 1.194
N: 7.461 1.218 -4.798
C: 6.313 0.681 -4.246
C: 5.998 0.891 -2.905
C: 4.825 0.387 -2.370
C: 3.955 -0.328 -3.174
C: 4.255 -0.549 -4.516
C: 5.422 -0.049 -5.047
S: 2.516 -1.055 -2.544
O: 2.397 -0.618 -1.124
O: 2.600 -2.471 -2.737
N: 1.182 -0.523 -3.293
C: 0.901 0.798 -3.808
N: -0.329 1.265 -3.470
C: -0.657 2.445 -4.008
C: 0.198 3.156 -4.823
C: 1.453 2.604 -5.039
N: 1.814 1.432 -4.538
H: 8.199 1.457 -4.157
H: 7.800 0.789 -5.642
H: 6.677 1.453 -2.275
H: 4.584 0.551 -1.329
H: 3.579 -1.110 -5.146
H: 5.658 -0.216 -6.091
H: -1.643 2.823 -3.762
H: -0.095 4.101 -5.254
H: 2.184 3.139 -5.636


Here is 2 unconnected molecules or ions with the total composition C34H53ClF10IN2O3S from OMol25. Energies are from ωB97M-V/def2-TZVPD.

Computed properties:
LUMO, eV: -8.00
Net charge: +1
E_tot, eV: -103847.6460
Max |F|, eV/Å: 10.91

Geometry (Å):
C: -0.217 -3.347 3.929
C: -1.133 -3.432 2.573
C: -2.431 -2.399 2.561
C: -2.074 -0.834 2.783
C: -2.204 0.138 1.437
C: -3.685 0.159 0.759
C: -4.846 1.022 1.508
C: -5.899 0.139 2.428
F: -6.429 -1.075 1.733
F: -5.348 -0.319 3.723
C: -7.259 1.034 2.814
F: -8.273 0.002 3.250
F: -7.861 1.717 1.646
C: -7.046 2.024 4.101
F: -5.706 2.642 4.212
F: -7.281 1.223 5.360
C: -8.239 3.194 4.127
F: -9.601 2.605 3.912
F: -8.295 3.808 5.505
F: -7.969 4.276 3.150
C: -1.404 -0.841 0.337
O: -1.953 -1.536 -0.662
N: 0.012 -0.676 0.826
C: 0.200 0.827 1.087
C: 1.337 0.737 2.312
C: 2.213 2.099 2.512
O: 1.865 3.352 2.236
Cl: 3.927 1.883 3.279
C: 1.132 1.326 -0.145
C: 0.688 0.904 -1.655
C: 1.256 -0.593 -2.141
I: 1.800 2.301 -3.002
C: -1.260 1.528 1.419
C: -1.558 2.044 2.972
C: -1.338 3.632 3.245
C: -2.839 4.352 3.310
S: -2.712 6.233 3.566
C: -1.951 2.503 0.293
C: -1.112 3.843 -0.124
C: -1.973 5.252 0.158
F: -0.944 3.833 -1.626
H: -0.718 -2.756 4.819
H: 0.755 -2.715 3.644
H: 0.175 -4.415 4.224
H: -0.554 -3.295 1.566
H: -1.576 -4.540 2.542
H: -3.091 -2.739 3.497
H: -3.055 -2.679 1.617
H: -2.796 -0.371 3.614
H: -0.986 -0.752 3.267
H: -3.697 0.460 -0.397
H: -4.072 -0.971 0.751
H: -5.526 1.474 0.634
H: -4.453 1.994 2.079
H: 0.376 -1.326 1.553
H: 0.895 0.345 3.322
H: 2.121 -0.101 1.975
H: 2.214 0.847 0.021
H: 1.344 2.500 -0.174
H: -0.445 1.032 -1.914
H: 1.576 -1.257 -1.224
H: 0.321 -1.114 -2.660
H: 2.170 -0.518 -2.870
H: -2.681 1.817 3.315
H: -0.899 1.474 3.782
H: -0.918 3.733 4.359
H: -0.574 4.187 2.567
H: -3.462 4.178 2.323
H: -3.459 3.963 4.252
H: -3.865 6.875 3.038
H: -3.033 2.901 0.606
H: -2.058 1.863 -0.709
H: -0.099 4.001 0.448
H: -1.908 5.931 -0.820
H: -1.426 5.854 1.001
H: -3.112 5.062 0.342
C: 7.193 -4.176 -3.707
C: 5.666 -4.158 -4.016
C: 5.403 -4.533 -5.504
C: 5.739 -3.421 -6.488
C: 5.018 -2.133 -6.106
C: 5.299 -1.701 -4.643
N: 5.092 -2.817 -3.651
O: 3.704 -2.981 -3.489
C: 6.752 -1.159 -4.558
C: 4.426 -0.444 -4.319
C: 5.101 -5.332 -3.151
H: 7.781 -4.532 -4.560
H: 7.593 -3.206 -3.410
H: 7.432 -4.826 -2.856
H: 4.345 -4.798 -5.639
H: 5.972 -5.432 -5.774
H: 6.821 -3.264 -6.530
H: 5.432 -3.722 -7.497
H: 5.317 -1.338 -6.801
H: 3.939 -2.276 -6.257
H: 7.033 -0.947 -3.520
H: 6.858 -0.219 -5.115
H: 7.493 -1.837 -4.988
H: 3.355 -0.622 -4.467
H: 4.687 0.396 -4.974
H: 4.581 -0.114 -3.285
H: 5.212 -5.125 -2.078
H: 5.643 -6.264 -3.364
H: 4.044 -5.542 -3.351


Here is a molecular structure, C34H53Ge2KN6O7 from OMol25. Energies are from ωB97M-V/def2-TZVPD.

Computed properties:
LUMO, eV: 3.83
Net charge: -2
E_tot, eV: -188751.4190
Max |F|, eV/Å: 1.51

Geometry (Å):
K: -0.588 -0.113 -1.100
O: 2.314 0.043 -3.468
C: 2.748 1.361 -3.231
C: 2.099 2.080 -2.053
N: 2.243 1.442 -0.745
C: 3.651 1.267 -0.402
C: 3.902 0.745 1.042
O: 4.572 1.484 1.784
O: 3.338 -0.338 1.354
C: 1.561 2.242 0.278
C: 0.042 2.071 0.163
O: -0.570 2.629 -0.762
O: -0.513 1.286 1.000
H: 1.335 0.016 -3.474
H: 3.833 1.315 -3.098
H: 2.564 1.998 -4.113
H: 2.532 3.102 -2.022
H: 1.036 2.194 -2.261
H: 4.077 0.537 -1.094
H: 4.198 2.221 -0.495
H: 1.872 1.884 1.258
H: 1.825 3.312 0.187
C: -1.644 3.825 2.707
C: -0.378 3.162 3.243
Ge: -0.489 1.169 3.389
C: 1.296 0.456 3.910
C: 2.023 1.331 4.929
C: -1.699 0.933 5.021
C: -2.576 -0.052 4.751
Ge: -2.093 -0.618 2.854
C: -1.712 -2.590 2.725
C: -2.677 -3.497 3.485
C: -3.618 -0.295 1.601
C: -4.041 1.172 1.591
C: -3.637 -0.525 5.657
C: -4.748 -1.205 5.146
C: -5.766 -1.660 5.968
C: -5.703 -1.453 7.339
C: -4.609 -0.780 7.869
C: -3.594 -0.326 7.043
H: -1.577 4.917 2.760
H: -2.524 3.511 3.275
H: -1.801 3.546 1.663
H: -0.156 3.519 4.254
H: 0.476 3.418 2.610
H: 1.918 0.319 3.023
H: 1.114 -0.539 4.326
H: 2.321 2.282 4.485
H: 2.930 0.834 5.282
H: 1.390 1.544 5.797
H: -1.749 1.503 5.956
H: -0.687 -2.744 3.070
H: -1.727 -2.816 1.656
H: -2.734 -3.219 4.540
H: -2.365 -4.546 3.430
H: -3.687 -3.430 3.070
H: -4.460 -0.947 1.855
H: -3.260 -0.586 0.610
H: -4.381 1.494 2.580
H: -4.851 1.357 0.878
H: -3.190 1.794 1.306
H: -4.794 -1.365 4.075
H: -6.612 -2.184 5.539
H: -6.492 -1.816 7.987
H: -4.545 -0.615 8.939
H: -2.742 0.185 7.474
C: -1.211 -5.929 -1.261
N: -1.503 -4.508 -1.223
C: -2.516 -4.129 -2.187
C: -0.347 -3.671 -1.203
N: 0.047 -2.878 -2.107
N: 0.409 -3.853 -0.052
C: 1.145 -2.715 0.453
N: 2.421 -3.018 0.822
N: 0.541 -1.612 0.622
H: -2.071 -6.493 -0.890
H: -0.347 -6.156 -0.638
H: -0.994 -6.273 -2.285
H: -3.444 -4.645 -1.930
H: -2.250 -4.409 -3.220
H: -2.682 -3.056 -2.145
H: -0.557 -2.818 -2.920
H: -0.121 -4.289 0.691
H: 2.853 -3.781 0.330
H: 2.998 -2.184 0.996
H: 1.192 -0.898 0.959
C: -4.770 0.366 -2.300
C: -3.321 0.075 -2.677
O: -2.717 -0.757 -1.999
C: -2.745 0.776 -3.809
C: -3.549 1.577 -4.642
C: -3.049 2.236 -5.737
C: -1.674 2.126 -6.027
C: -0.850 1.380 -5.238
C: -1.329 0.654 -4.088
O: -0.535 -0.034 -3.391
H: -4.999 -0.194 -1.395
H: -5.453 0.057 -3.094
H: -4.910 1.431 -2.109
H: -4.606 1.675 -4.426
H: -3.694 2.837 -6.366
H: -1.267 2.648 -6.887
H: 0.210 1.294 -5.449


Here is a molecular structure, C34H53IrN2OS3 from OMol25. Energies are from ωB97M-V/def2-TZVPD.

Computed properties:
LUMO (alpha / beta), eV: -8.84 / -10.12
Multiplicity: 2
Expectation value of S²: 0.7563
Net charge: +3
ΔE to the lowest compared entry with this formula, charge and spin, kcal per mole: 7.25
E_tot, eV: -76464.4649
Max |F|, eV/Å: 1.96

Geometry (Å):
Ir: -1.023 0.701 -0.688
C: -0.466 0.320 -2.794
C: -1.171 1.539 -2.615
C: -2.478 1.181 -2.040
C: -2.441 -0.267 -1.889
C: -1.255 -0.795 -2.445
C: -0.968 -2.231 -2.796
C: -1.560 -2.333 -4.227
C: 0.522 -2.546 -2.886
C: -1.722 -3.198 -1.884
C: -3.790 1.945 -1.787
C: -4.943 0.943 -1.612
C: -4.135 2.820 -3.000
C: -3.725 2.777 -0.499
C: -0.529 2.878 -2.953
C: -0.936 4.031 -2.046
C: 1.001 2.740 -2.862
C: -0.895 3.189 -4.419
H: 0.547 0.253 -3.158
H: -3.268 -0.859 -1.536
H: -1.027 -1.689 -4.928
H: -2.622 -2.083 -4.250
H: -1.449 -3.363 -4.565
H: 1.022 -1.911 -3.618
H: 0.648 -3.573 -3.229
H: 1.031 -2.444 -1.934
H: -2.802 -3.112 -2.006
H: -1.485 -3.032 -0.829
H: -1.451 -4.222 -2.141
H: -5.051 0.282 -2.473
H: -5.874 1.498 -1.512
H: -4.832 0.338 -0.710
H: -4.075 2.254 -3.931
H: -3.500 3.696 -3.086
H: -5.161 3.171 -2.900
H: -3.568 2.132 0.372
H: -4.682 3.279 -0.355
H: -2.946 3.535 -0.510
H: -0.715 3.810 -1.000
H: -1.981 4.306 -2.140
H: -0.348 4.905 -2.325
H: 1.318 2.360 -1.886
H: 1.450 3.724 -2.992
H: 1.415 2.103 -3.643
H: -1.955 3.383 -4.552
H: -0.605 2.373 -5.084
H: -0.346 4.077 -4.734
C: 0.725 -4.642 2.738
C: 0.811 -4.387 1.238
S: 0.877 -2.670 0.660
C: 2.281 -2.014 1.594
C: 1.988 -1.615 3.041
S: 0.222 -1.315 3.304
C: 0.055 -1.766 5.063
C: -0.035 -3.298 5.134
S: -0.687 -3.827 3.517
H: 1.638 -4.340 3.248
H: 0.603 -5.715 2.908
H: -0.031 -4.840 0.713
H: 1.711 -4.896 0.887
H: 2.642 -1.152 1.033
H: 3.083 -2.754 1.574
H: 2.496 -0.684 3.305
H: 2.329 -2.369 3.750
H: -0.870 -1.299 5.398
H: 0.874 -1.353 5.650
H: -0.712 -3.645 5.912
H: 0.930 -3.774 5.297
C: -1.218 4.910 4.226
N: -1.414 3.691 3.440
N: -0.658 3.397 2.335
C: -0.975 2.139 1.950
O: -0.396 1.579 0.905
C: -1.915 1.627 2.830
C: -2.170 2.637 3.754
C: -3.065 2.642 4.940
C: 0.046 4.417 1.611
C: -0.650 5.548 1.201
C: 0.041 6.543 0.529
C: 1.394 6.386 0.253
C: 2.067 5.239 0.653
C: 1.396 4.247 1.354
H: -0.290 5.378 3.916
H: -1.150 4.634 5.275
H: -2.048 5.595 4.068
H: -2.373 0.653 2.799
H: -3.683 1.748 4.945
H: -3.719 3.514 4.933
H: -2.485 2.665 5.864
H: -1.706 5.653 1.414
H: -0.476 7.441 0.218
H: 1.930 7.169 -0.267
H: 3.123 5.131 0.448
H: 1.913 3.364 1.704